[1]
73
Properties=species:S:1:pos:R:3 method="wB97M-V/def2-TZVPD" e_homo_ev=-7.1350 total_energy_ha=-2426.66250 largest_force_ev_per_a=1.50 multiplicity=1
Hg -0.106 0.460 0.895
C 1.374 -2.224 4.034
C 0.579 -2.107 2.737
O 0.026 -0.860 2.594
H 0.772 -1.947 4.906
H 2.317 -1.678 4.074
H 1.598 -3.277 4.265
H -0.127 -2.961 2.776
H 1.251 -2.351 1.884
C -1.447 3.285 2.100
O -0.475 2.422 1.698
H -1.051 4.104 2.725
H -2.052 3.737 1.285
H -2.221 2.807 2.746
C 1.802 1.407 4.260
C 2.107 2.878 4.437
O 3.208 3.124 3.539
S 4.196 1.887 3.661
O 5.034 2.083 4.779
O 4.773 1.573 2.404
O 3.087 0.797 3.973
H 1.174 1.215 3.403
H 1.383 0.964 5.159
H 2.458 3.102 5.447
H 1.276 3.519 4.159
O -0.826 -1.566 -0.421
C -1.066 -1.982 -1.513
O -0.067 -2.354 -2.360
C -0.597 -2.878 -3.587
C -2.058 -3.215 -3.274
C -2.402 -2.221 -2.175
H -0.062 -3.782 -3.866
H -0.515 -2.095 -4.341
H -2.208 -4.239 -2.928
H -2.704 -3.094 -4.144
H -3.119 -2.484 -1.403
H -2.709 -1.279 -2.642
O -0.082 1.151 -1.544
C 0.057 1.265 -2.724
O -0.687 0.548 -3.606
C -0.264 0.827 -4.949
C 0.473 2.170 -4.913
C 1.013 2.169 -3.472
H -1.150 0.855 -5.582
H 0.355 0.009 -5.326
H -0.214 2.984 -5.114
H 1.355 2.109 -5.545
H 1.058 3.134 -2.980
H 1.957 1.621 -3.407
O -2.552 0.195 0.867
C -3.643 0.441 0.448
O -4.518 -0.552 0.140
C -5.764 0.001 -0.319
C -5.747 1.474 0.066
C -4.255 1.796 0.158
H -6.563 -0.572 0.147
H -5.831 -0.143 -1.401
H -6.208 1.617 1.046
H -6.266 2.161 -0.599
H -3.937 2.431 0.981
H -3.845 2.129 -0.797
O 2.207 0.423 0.465
C 2.817 -0.529 0.045
O 2.599 -1.015 -1.178
C 3.355 -2.231 -1.427
C 4.005 -2.578 -0.086
C 3.925 -1.284 0.721
H 4.029 -2.022 -2.254
H 2.597 -2.961 -1.704
H 5.040 -2.876 -0.250
H 3.484 -3.383 0.427
H 4.831 -0.685 0.598
H 3.768 -1.451 1.782

=====

[2]
78
Properties=species:S:1:pos:R:3 method="wB97M-V/def2-TZVPD" e_homo_ev=-8.4737 total_energy_ha=-2895.43805 largest_force_ev_per_a=0.71 multiplicity=1
Mg 0.192 0.211 -0.043
C 5.114 1.530 1.053
N 3.782 1.818 1.569
C 3.808 2.458 2.888
C 2.488 2.044 3.529
N 2.152 0.862 2.763
C 0.967 0.098 3.103
C 2.744 0.885 1.534
N 2.309 0.165 0.558
C 3.042 0.060 -0.712
C 2.164 -0.654 -1.739
N 0.970 0.188 -1.967
C 0.516 0.354 -3.162
N -0.316 1.379 -3.508
C -0.429 2.583 -2.716
C -0.441 1.477 -4.949
C 0.088 0.127 -5.438
N 0.769 -0.428 -4.270
C 0.741 -1.889 -4.138
H 5.716 2.431 1.171
H 5.112 1.276 0.002
H 5.600 0.723 1.615
H 3.899 3.538 2.782
H 4.663 2.098 3.469
H 1.708 2.806 3.442
H 2.606 1.792 4.583
H 1.115 -0.356 4.086
H 0.810 -0.713 2.391
H 0.083 0.733 3.141
H 3.963 -0.517 -0.596
H 3.298 1.046 -1.115
H 1.870 -1.632 -1.348
H 2.743 -0.802 -2.652
H -0.096 2.397 -1.699
H -1.466 2.919 -2.689
H 0.186 3.387 -3.139
H 0.164 2.309 -5.326
H -1.475 1.658 -5.244
H 0.766 0.238 -6.282
H -0.724 -0.539 -5.743
H -0.192 -2.271 -4.562
H 0.759 -2.189 -3.095
H 1.576 -2.349 -4.668
N -3.226 2.450 2.423
C -2.701 2.421 0.991
C -3.570 3.272 0.077
P -2.671 0.607 0.575
O -4.189 0.319 0.118
O -2.413 0.018 1.925
O -1.774 0.380 -0.609
P -0.943 3.074 1.186
O -0.858 4.285 0.129
O -0.897 3.603 2.585
O 0.020 2.021 0.719
H -4.197 2.746 2.474
H -2.589 3.069 2.953
H -3.102 1.484 2.766
H -4.595 2.896 0.067
H -3.187 3.218 -0.940
H -3.567 4.324 0.370
H -4.210 -0.088 -0.756
H -0.845 5.126 0.600
O -0.087 -3.013 -1.209
C -0.344 -2.706 -0.041
O -0.086 -1.592 0.524
C -1.037 -3.718 0.831
C -1.647 -3.340 2.020
C -2.300 -4.288 2.803
C -2.337 -5.617 2.409
C -1.724 -5.959 1.218
C -1.085 -5.039 0.416
N -1.760 -7.378 0.776
O -1.256 -7.650 -0.293
O -2.294 -8.185 1.511
H -1.625 -2.294 2.304
H -2.784 -3.990 3.724
H -2.828 -6.378 2.997
H -0.631 -5.330 -0.520

=====

[3]
64
Properties=species:S:1:pos:R:3 method="wB97M-V/def2-TZVPD" e_homo_ev=-8.9289 total_energy_ha=-1307.49118 largest_force_ev_per_a=0.23 multiplicity=1
C 1.264 1.419 -3.838
C 2.242 1.590 -2.686
O 3.433 0.934 -3.040
C 4.650 1.377 -2.416
C 4.523 1.453 -0.897
C 5.065 2.730 -2.993
C 5.662 0.310 -2.801
C 1.621 0.975 -1.425
O 1.695 -0.216 -1.178
N 0.952 1.839 -0.627
C 0.673 3.275 -0.791
C -0.264 3.430 0.417
C 0.520 2.641 1.502
C 0.198 1.456 0.566
C -1.160 2.161 0.311
C -1.961 1.877 -0.946
N -2.741 3.024 -1.376
C -2.499 3.714 -2.510
O -1.581 3.489 -3.281
C -3.457 4.875 -2.760
O -4.650 4.803 -2.015
C -5.623 3.961 -2.623
C -6.836 3.872 -1.723
C -7.487 5.235 -1.496
C -8.759 5.081 -0.679
O -9.673 4.190 -1.296
C -9.120 2.895 -1.435
C -7.870 2.909 -2.302
H 0.316 1.920 -3.634
H 1.693 1.843 -4.745
H 1.086 0.355 -3.996
H 2.423 2.657 -2.518
H 4.181 0.500 -0.495
H 5.494 1.694 -0.463
H 3.823 2.234 -0.587
H 5.120 2.669 -4.080
H 4.362 3.521 -2.724
H 6.045 3.018 -2.609
H 5.731 0.235 -3.887
H 6.648 0.552 -2.401
H 5.346 -0.657 -2.409
H 1.575 3.883 -0.685
H 0.191 3.497 -1.744
H -0.677 4.419 0.592
H 1.573 2.883 1.646
H -0.008 2.590 2.451
H 0.312 0.411 0.824
H -1.789 2.092 1.200
H -1.298 1.621 -1.773
H -2.624 1.025 -0.782
H -3.536 3.327 -0.836
H -2.942 5.792 -2.470
H -3.646 4.920 -3.836
H -5.905 4.379 -3.599
H -5.203 2.961 -2.797
H -6.506 3.481 -0.751
H -6.796 5.911 -0.989
H -7.737 5.681 -2.464
H -8.515 4.713 0.329
H -9.281 6.031 -0.575
H -8.879 2.490 -0.441
H -9.899 2.274 -1.874
H -8.146 3.228 -3.312
H -7.463 1.896 -2.375

=====

[4]
84
Properties=species:S:1:pos:R:3 method="wB97M-V/def2-TZVPD" e_homo_ev=-8.8879 total_energy_ha=-3830.59263 largest_force_ev_per_a=19.30 multiplicity=1
C -4.764 -0.465 -2.406
H -5.283 -1.029 -1.795
H -4.062 -1.080 -3.094
H -5.403 0.053 -3.199
C -3.864 0.310 -1.884
C -2.984 1.100 -2.640
H -3.586 1.528 -3.327
H -2.393 1.981 -2.291
H -2.286 0.502 -3.222
C -4.707 1.513 -1.038
H -5.474 1.293 -0.283
H -5.445 2.192 -1.875
O -3.942 2.383 -0.499
P -3.528 2.571 1.178
O -4.062 1.291 1.736
O -4.003 3.822 1.881
H -3.252 4.379 1.496
O -1.980 2.388 1.202
P -0.929 3.835 0.633
O -1.864 5.000 0.909
O 0.169 3.611 1.503
H 0.134 2.866 2.318
O -0.636 3.551 -0.752
C 0.570 3.001 -1.057
H 0.782 3.520 -2.479
C 0.758 1.446 -1.318
H -0.242 0.864 -1.763
C 0.916 0.898 0.017
O -0.431 0.291 0.701
P -0.402 0.196 2.276
O 0.153 1.541 2.802
O -1.943 -0.185 2.375
H -2.602 0.523 2.393
O 0.327 -1.192 2.570
H -0.218 -1.936 2.385
H 1.448 1.607 0.775
C 1.826 -0.446 -0.461
O 1.105 -1.610 -0.301
H 0.287 -1.368 -1.083
H 2.375 -0.541 0.626
C 2.653 -0.003 -1.360
N 3.724 0.686 -0.928
C 4.976 0.162 -1.638
N 6.041 0.715 -1.177
C 5.448 1.838 -0.410
C 4.311 1.575 -0.318
N 3.423 2.279 0.482
C 4.113 3.145 1.199
N 5.307 3.615 1.116
C 5.976 2.846 0.528
N 7.452 3.066 0.496
H 8.078 2.514 -0.067
H 7.948 3.815 1.041
H 3.423 3.837 1.879
H 5.262 -0.665 -2.259
O 1.809 1.136 -1.927
H 2.735 -0.800 -2.306
H 1.349 3.309 -0.514
C -3.112 -0.214 -0.607
C -2.045 -1.391 -0.873
O -1.151 -1.184 -1.948
N -2.449 -2.625 -0.693
H -3.234 -2.693 -0.214
C -1.880 -3.815 -1.022
H -2.227 -4.451 -1.881
C -1.493 -4.792 0.106
C -0.656 -4.203 1.211
O -0.997 -3.055 1.976
N 0.389 -4.779 1.398
H 0.910 -5.289 1.040
C 1.519 -4.253 2.498
C 2.628 -3.434 2.040
H 3.299 -3.437 2.639
H 2.181 -2.162 1.682
S 3.356 -4.039 0.304
H 2.514 -3.193 -0.485
H 0.832 -3.845 3.152
H 1.929 -5.302 2.675
H -2.293 -4.847 0.333
H -1.083 -5.709 -0.173
H -0.845 -3.444 -1.449
O -3.972 -1.030 0.236
H -4.259 -0.376 1.193
H -2.452 0.283 0.014

=====

[5]
61
Properties=species:S:1:pos:R:3 method="wB97M-V/def2-TZVPD" e_homo_ev=-13.9989 charge=+2 total_energy_ha=-1964.57679 largest_force_ev_per_a=2.30 multiplicity=1
P 0.845 -1.905 0.376
P 0.540 2.261 0.730
C 0.608 -0.359 -0.698
C 1.372 0.900 -0.253
H -0.443 -0.072 -0.926
H 0.907 -0.650 -1.724
H 2.263 0.629 0.338
H 1.689 1.455 -1.153
C -1.054 2.745 -0.018
H -1.577 3.389 0.707
H -1.725 1.902 -0.256
H -0.860 3.328 -0.934
C 1.584 3.693 0.342
H 1.290 4.149 -0.624
H 2.640 3.377 0.266
H 1.461 4.411 1.148
C -0.021 -3.244 -0.584
H -0.054 -4.158 0.036
H 0.504 -3.466 -1.535
H -1.077 -3.035 -0.867
C 2.566 -2.354 -0.112
H 3.199 -1.473 0.023
H 2.608 -2.690 -1.158
H 2.864 -3.159 0.563
Pb -2.089 -1.236 0.217
C 0.044 1.340 -3.244
C -1.283 1.241 -3.018
C -2.206 0.655 -4.035
C -1.916 -0.848 -4.311
C -1.072 -1.541 -3.324
C 0.264 -1.568 -3.427
C 1.092 -0.753 -4.389
C 0.748 0.759 -4.425
C -1.500 -2.186 2.397
H 0.625 2.125 -2.759
H -1.792 1.912 -2.322
H -2.146 1.203 -4.998
H -3.233 0.753 -3.667
H -2.902 -1.329 -4.334
H -1.526 -0.921 -5.344
H -1.593 -2.164 -2.602
H 0.872 -2.361 -2.974
H 1.040 -1.147 -5.424
H 2.151 -0.852 -4.089
H 1.727 1.259 -4.524
H 0.225 0.975 -5.377
H -0.810 -1.664 3.097
H -1.051 -3.167 2.217
H -2.409 -2.367 3.015
Te -0.391 0.967 2.653
C -0.160 0.713 4.877
C -1.292 0.948 5.671
C -1.219 0.766 7.052
C -0.035 0.343 7.661
C 1.090 0.090 6.850
C 1.031 0.265 5.457
H -2.211 1.247 5.162
H -2.118 0.920 7.619
H -0.012 0.194 8.735
H 2.001 -0.274 7.343
H 1.927 0.031 4.877

=====

[6]
60
Properties=species:S:1:pos:R:3 method="wB97M-V/def2-TZVPD" e_homo_ev="-12.6007 / -12.5992" charge=+2 total_energy_ha=-1718.02551 largest_force_ev_per_a=2.88 multiplicity=1
P -2.933 1.086 0.990
P -1.489 -1.167 -1.957
C -3.307 0.661 -0.753
C -3.098 -0.815 -1.140
H -2.740 1.339 -1.422
H -4.372 0.920 -0.889
H -3.256 -1.512 -0.294
H -3.840 -1.061 -1.918
C -1.887 -0.572 -3.634
H -1.019 -0.705 -4.282
H -2.142 0.494 -3.571
H -2.742 -1.123 -4.023
C -1.324 -2.943 -2.064
H -1.877 -3.267 -2.962
H -1.779 -3.423 -1.179
H -0.261 -3.223 -2.150
C -3.641 2.715 1.146
H -3.194 3.245 1.990
H -4.719 2.608 1.298
H -3.459 3.274 0.223
C -3.764 -0.055 2.074
H -3.690 -1.094 1.722
H -4.824 0.239 2.087
H -3.366 0.014 3.095
Sn 1.809 -1.979 2.588
C 0.095 -0.153 -1.796
C 0.139 1.148 -2.435
C -0.302 2.399 -1.857
C 0.288 2.766 -0.449
C -0.608 2.540 0.656
C -1.145 1.284 1.125
C -0.541 -0.124 0.741
C 0.587 -0.227 -0.283
C 2.572 -0.307 3.835
H 0.773 -0.803 -2.399
H 0.388 1.177 -3.514
H -1.408 2.439 -1.817
H -0.004 3.207 -2.540
H 1.261 2.271 -0.327
H 0.487 3.852 -0.415
H -0.807 3.385 1.323
H -1.092 1.345 2.232
H -1.348 -0.816 0.431
H -0.181 -0.599 1.679
H 1.360 0.527 -0.090
H 1.134 -1.174 -0.079
H 3.074 -0.768 4.694
H 1.700 0.284 4.130
H 3.278 0.258 3.215
C 6.294 -1.551 0.379
C 5.437 -0.450 0.245
C 4.123 -0.499 0.759
C 3.697 -1.675 1.377
C 4.537 -2.770 1.546
C 5.842 -2.707 1.027
H 7.308 -1.512 -0.016
H 5.787 0.457 -0.257
H 3.480 0.377 0.681
H 4.211 -3.664 2.080
H 6.496 -3.574 1.140

=====

[7]
73
Properties=species:S:1:pos:R:3 method="wB97M-V/def2-TZVPD" e_homo_ev=-9.8122 total_energy_ha=-1736.69204 largest_force_ev_per_a=2.61 multiplicity=1
C 6.480 0.219 1.660
C 5.553 1.065 2.537
O 5.637 2.460 2.313
C 5.271 2.863 1.017
C 3.833 2.527 0.625
O 2.917 3.016 1.593
C 1.937 3.885 1.107
O 0.646 3.600 1.658
C 0.659 2.644 2.641
O 0.970 2.927 3.764
N 0.226 1.366 2.304
C 0.551 0.941 0.916
B 0.198 -0.591 0.629
O -0.391 -1.414 1.564
O 0.553 -1.073 -0.624
H 6.076 0.038 0.660
H 7.497 0.620 1.629
H 6.566 -0.763 2.142
H 4.534 0.665 2.457
H 5.860 0.916 3.576
H 5.947 2.503 0.227
H 5.355 3.956 1.015
H 3.668 2.901 -0.391
H 3.732 1.432 0.598
H 1.824 3.867 0.018
H 2.190 4.904 1.425
H 0.747 0.777 2.946
H 0.107 1.615 0.180
H 1.646 1.007 0.812
H 0.232 -1.450 2.301
H 1.424 -0.701 -0.807
C -2.719 1.585 -1.629
C -1.942 2.658 -2.242
N -1.322 3.497 -2.726
H -3.504 1.261 -2.311
H -2.069 0.737 -1.416
H -3.166 1.933 -0.699
C -3.925 1.077 -6.001
C -4.436 0.198 -4.954
N -4.839 -0.499 -4.134
H -4.714 1.747 -6.339
H -3.097 1.670 -5.615
H -3.574 0.485 -6.844
C -8.099 -1.197 -2.780
C -9.542 -1.024 -2.922
N -10.678 -0.888 -3.035
H -7.873 -1.636 -1.810
H -7.723 -1.853 -3.562
H -7.599 -0.234 -2.859
C -2.823 -5.085 3.548
C -1.994 -4.129 2.818
N -1.347 -3.343 2.279
H -3.626 -5.446 2.907
H -2.218 -5.930 3.870
H -3.255 -4.602 4.424
C -1.779 -0.385 5.148
C -2.614 -1.478 5.638
N -3.272 -2.343 6.012
H -1.340 -0.659 4.190
H -2.381 0.512 5.016
H -0.984 -0.176 5.862
C 0.235 -0.529 -6.659
C -0.922 -0.314 -7.522
N -1.834 -0.144 -8.201
H 1.147 -0.511 -7.253
H 0.286 0.255 -5.906
H 0.152 -1.494 -6.163
C 4.770 -3.811 1.600
C 3.943 -2.615 1.492
N 3.291 -1.673 1.408
H 4.136 -4.694 1.644
H 5.426 -3.885 0.734
H 5.376 -3.761 2.503

=====

What is the multiplicity in the third record?
1